No. 1
7 unconnected molecules or ions with the total composition C24H48O10S3 at a distorted geometry, computed with ωB97M-V/def2-TZVPD.

```
85
Properties=species:S:1:pos:R:3
O 23.20 14.47 9.83
S 24.27 13.50 9.89
O 24.45 12.48 8.86
C 25.82 14.50 10.00
C 26.08 14.61 11.58
C 25.75 13.30 12.23
C 24.43 12.85 11.61
H 25.87 15.29 9.24
H 26.65 13.82 9.81
H 27.15 14.79 11.71
H 25.46 15.41 11.98
H 25.66 13.44 13.31
H 26.43 12.45 12.12
H 23.55 13.38 11.98
H 24.16 11.79 11.59
O 19.66 13.12 9.35
S 20.71 12.15 9.21
O 21.18 11.40 10.32
C 20.35 11.04 7.81
C 21.56 10.90 6.90
C 22.20 12.29 6.92
C 22.25 12.78 8.41
H 19.49 11.55 7.38
H 19.83 10.18 8.23
H 22.22 10.08 7.21
H 21.14 10.65 5.93
H 21.54 12.98 6.40
H 23.15 12.32 6.39
H 22.48 13.80 8.71
H 23.08 12.21 8.84
O 26.43 11.08 16.43
S 25.96 12.21 15.65
O 24.69 12.10 14.89
C 26.03 13.76 16.78
C 27.28 14.55 16.41
C 27.41 14.35 14.86
C 27.36 12.87 14.57
H 25.93 13.55 17.85
H 25.12 14.31 16.52
H 27.36 15.59 16.73
H 28.11 14.13 16.98
H 28.24 14.87 14.38
H 26.58 14.73 14.26
H 28.30 12.50 14.97
H 27.23 12.50 13.55
C 23.36 16.82 9.59
C 22.58 16.55 10.83
C 23.31 15.93 12.07
O 21.39 16.79 10.82
H 22.96 17.71 9.09
H 23.38 16.10 8.77
H 24.37 17.02 9.96
H 22.53 15.62 12.77
H 24.12 16.58 12.38
H 23.84 15.00 11.86
C 26.93 15.76 5.83
C 26.84 16.27 7.27
C 28.29 16.43 7.87
O 25.80 16.42 7.98
H 27.94 15.79 5.43
H 26.55 16.60 5.24
H 26.35 14.87 5.59
H 28.11 16.69 8.91
H 28.87 17.29 7.56
H 28.87 15.52 7.74
C 24.61 7.70 8.76
C 23.59 8.86 8.96
C 24.16 10.16 9.38
O 22.39 8.71 8.74
H 24.36 6.95 9.52
H 25.63 8.05 8.92
H 24.68 7.36 7.73
H 24.09 10.91 8.59
H 25.20 10.03 9.67
H 23.72 10.54 10.30
C 26.53 18.54 14.25
C 25.76 17.26 13.93
C 25.22 16.54 15.15
O 25.56 16.91 12.79
H 27.02 18.43 15.22
H 25.80 19.30 14.53
H 27.18 18.89 13.45
H 24.71 17.17 15.88
H 26.07 16.16 15.72
H 24.52 15.77 14.85
```

Net charge: 0
Max |F| (eV/A): 5.84
LUMO (eV): -0.048
SMILES: O=S1(=O)CCCC1.O=S1(=O)CCCC1.O=S1(=O)CCCC1.CC(C)=O.CC(C)=O.CC(C)=O.CC(C)=O
HOMO energy (eV): -8.476
Relative energy (zero: lowest compared OMol25 entry of this formula, charge and spin) (kJ/mol): 837.1
HOMO-LUMO gap (eV): 8.43
DFT total energy (Ha): -2889.81058

=====

No. 2
12 unconnected molecules or ions with the total composition C24H48O48S12 at a distorted geometry, computed with ωB97M-V/def2-TZVPD.

```
132
Properties=species:S:1:pos:R:3
O -3.23 -5.49 2.85
S -4.14 -4.50 3.25
O -5.55 -4.76 3.56
O -3.38 -3.58 4.40
C -2.92 -2.31 3.89
C -2.96 -2.44 2.37
O -4.06 -3.24 2.16
H -3.53 -1.51 4.30
H -1.97 -2.02 4.32
H -2.14 -3.08 2.05
H -2.96 -1.59 1.69
O -4.18 -2.98 -4.46
S -3.25 -3.45 -3.47
O -1.88 -3.83 -3.89
O -3.39 -2.54 -2.08
C -3.50 -3.34 -0.94
C -4.43 -4.43 -1.41
O -3.85 -4.78 -2.64
H -2.50 -3.68 -0.64
H -3.86 -2.71 -0.12
H -5.46 -4.14 -1.64
H -4.47 -5.29 -0.75
O -3.08 2.60 0.25
S -3.81 1.39 -0.06
O -3.20 0.26 -0.70
O -4.77 0.86 1.21
C -6.08 0.57 0.82
C -6.24 0.93 -0.65
O -5.21 1.85 -0.83
H -6.22 -0.51 0.91
H -6.64 1.19 1.52
H -7.16 1.41 -0.98
H -6.02 -0.01 -1.16
O 0.61 -1.09 -2.35
S 0.05 -0.53 -1.12
O -0.90 -1.23 -0.26
O 1.29 -0.09 -0.01
C 1.08 1.24 0.51
C -0.21 1.69 -0.05
O -0.28 1.05 -1.31
H 1.26 1.22 1.58
H 1.86 1.68 -0.11
H -0.26 2.77 -0.22
H -1.06 1.33 0.52
O -0.07 -0.79 -9.20
S 0.22 -1.91 -8.25
O -0.44 -3.25 -8.36
O 1.81 -2.21 -8.06
C 2.16 -2.71 -6.73
C 0.83 -2.48 -5.88
O 0.09 -1.59 -6.66
H 2.50 -3.75 -6.75
H 2.95 -2.07 -6.34
H 0.89 -1.96 -4.92
H 0.20 -3.35 -5.72
O 5.29 0.89 -3.23
S 4.05 0.68 -2.47
O 3.97 -0.27 -1.35
O 3.31 2.09 -1.99
C 2.38 2.64 -2.93
C 2.08 1.47 -3.89
O 2.83 0.31 -3.57
H 1.44 3.01 -2.54
H 2.90 3.51 -3.32
H 2.20 1.84 -4.91
H 1.03 1.19 -3.83
O -1.18 0.77 3.41
S -1.38 2.25 3.65
O -0.72 3.21 2.81
O -2.92 2.82 3.89
C -3.33 2.74 5.21
C -2.11 2.96 6.07
O -1.02 2.50 5.28
H -4.24 3.33 5.30
H -3.71 1.76 5.52
H -2.13 2.28 6.92
H -2.00 4.00 6.38
O 2.36 2.36 5.00
S 3.43 1.41 4.74
O 3.32 0.59 3.55
O 4.89 2.10 4.97
C 5.32 1.84 6.32
C 4.17 1.15 7.12
O 3.48 0.44 6.08
H 6.14 1.21 5.97
H 5.65 2.80 6.73
H 3.59 1.94 7.59
H 4.71 0.48 7.79
O -1.14 8.03 -3.22
S -2.00 7.49 -2.15
O -2.93 8.46 -1.56
O -2.65 6.04 -2.48
C -1.80 4.90 -2.19
C -0.91 5.44 -0.96
O -1.06 6.85 -0.95
H -2.46 4.06 -1.97
H -1.22 4.74 -3.09
H 0.15 5.20 -1.06
H -1.28 5.12 0.01
O 3.07 -4.20 0.47
S 2.13 -4.57 1.49
O 1.53 -5.86 1.44
O 2.48 -4.12 3.02
C 1.77 -2.87 3.38
C 1.31 -2.25 2.04
O 0.99 -3.39 1.27
H 0.84 -3.05 3.92
H 2.15 -2.04 3.97
H 2.18 -1.77 1.59
H 0.52 -1.54 2.26
O 1.48 5.31 1.62
S 2.64 5.43 0.71
O 2.61 6.52 -0.24
O 3.98 5.32 1.54
C 4.51 4.05 1.54
C 4.13 3.38 0.21
O 2.88 4.01 -0.08
H 5.58 4.26 1.63
H 4.17 3.44 2.38
H 4.04 2.30 0.35
H 4.81 3.58 -0.62
O 3.48 -6.72 -5.14
S 3.43 -6.00 -3.84
O 4.56 -5.94 -2.90
O 2.83 -4.46 -3.98
C 1.96 -4.10 -2.89
C 1.27 -5.41 -2.44
O 1.99 -6.45 -3.05
H 2.73 -3.72 -2.22
H 1.41 -3.37 -3.47
H 0.21 -5.50 -2.65
H 1.30 -5.76 -1.41
```

Net charge: 0
Max |F| (eV/A): 5.11
LUMO (eV): -0.463
SMILES: O=S1(=O)OCCO1.O=S1(=O)OCCO1.O=S1(=O)OCCO1.O=S1(=O)OCCO1.O=S1(=O)OCCO1.O=S1(=O)OCCO1.O=S1(=O)OCCO1.O=S1(=O)OCCO1.O=S1(=O)OCCO1.O=S1(=O)OCCO1.O=S1(=O)OCCO1.O=S1(=O)OCCO1
HOMO energy (eV): -10.403
Relative energy (zero: lowest compared OMol25 entry of this formula, charge and spin) (kJ/mol): 819.2
HOMO-LUMO gap (eV): 9.94
DFT total energy (Ha): -9332.50140

=====

No. 3
8 unconnected molecules or ions with the total composition C24H48O8 at a distorted geometry, computed with ωB97M-V/def2-TZVPD.

```
80
Properties=species:S:1:pos:R:3
C -1.50 0.84 -4.69
C -1.03 -0.53 -4.90
C -1.82 -1.63 -4.24
O -0.10 -0.77 -5.65
H -0.99 1.50 -5.37
H -1.40 1.18 -3.65
H -2.60 0.90 -4.83
H -2.89 -1.45 -4.26
H -1.54 -1.71 -3.18
H -1.66 -2.58 -4.76
C -2.34 4.30 3.12
C -2.62 3.13 4.09
C -3.54 3.36 5.25
O -2.20 2.04 3.81
H -2.01 3.88 2.18
H -1.53 4.91 3.54
H -3.23 4.93 3.03
H -3.13 4.06 5.97
H -3.66 2.41 5.75
H -4.52 3.76 4.92
C 2.42 -3.37 -4.56
C 2.81 -3.20 -3.12
C 4.05 -3.89 -2.67
O 2.18 -2.45 -2.41
H 1.92 -4.31 -4.73
H 3.28 -3.27 -5.21
H 1.71 -2.59 -4.81
H 4.85 -3.41 -3.25
H 4.05 -4.96 -2.95
H 4.20 -3.82 -1.61
C -4.12 4.73 -0.39
C -5.02 4.98 0.78
C -5.27 6.46 1.12
O -5.48 4.12 1.46
H -4.12 3.66 -0.60
H -3.09 4.92 -0.10
H -4.34 5.39 -1.25
H -6.02 6.53 1.90
H -5.69 6.94 0.22
H -4.37 6.99 1.47
C 3.77 1.74 -1.95
C 2.32 1.94 -1.45
C 1.19 1.79 -2.53
O 2.07 2.21 -0.31
H 3.90 0.68 -2.13
H 4.43 2.17 -1.19
H 3.89 2.31 -2.90
H 0.43 2.52 -2.28
H 0.81 0.77 -2.39
H 1.56 1.85 -3.57
C 4.90 -2.80 2.93
C 4.56 -2.95 1.46
C 3.48 -2.04 0.94
O 4.93 -3.89 0.75
H 5.57 -3.54 3.34
H 3.91 -2.80 3.40
H 5.27 -1.82 3.21
H 2.56 -2.64 0.89
H 3.67 -1.72 -0.08
H 3.30 -1.25 1.67
C -0.73 -5.47 3.96
C 0.39 -4.48 4.17
C 0.70 -3.54 3.09
O 1.07 -4.52 5.15
H -0.90 -6.04 4.87
H -0.47 -6.19 3.18
H -1.66 -4.99 3.64
H -0.03 -2.75 2.93
H 0.88 -4.07 2.14
H 1.64 -3.05 3.38
C -0.10 -1.07 -0.15
C -1.11 0.00 -0.47
C -1.12 1.19 0.43
O -1.83 -0.11 -1.42
H -0.08 -1.82 -0.92
H -0.28 -1.46 0.84
H 0.88 -0.60 0.00
H -2.04 1.73 0.23
H -0.22 1.81 0.24
H -1.14 0.89 1.48
```

Net charge: 0
Max |F| (eV/A): 2.14
LUMO (eV): 0.541
SMILES: CC(C)=O.CC(C)=O.CC(C)=O.CC(C)=O.CC(C)=O.CC(C)=O.CC(C)=O.CC(C)=O
HOMO energy (eV): -9.397
Relative energy (zero: lowest compared OMol25 entry of this formula, charge and spin) (kJ/mol): 51.1
HOMO-LUMO gap (eV): 9.94
DFT total energy (Ha): -1545.15166

=====

No. 4
A molecular structure, C24H48O9S at a distorted geometry, computed with ωB97M-V/def2-TZVPD.

```
82
Properties=species:S:1:pos:R:3
C -1.84 1.41 4.16
C -0.46 1.67 3.90
C 0.42 0.68 2.98
C 0.43 -0.67 3.83
C -0.29 -1.93 3.13
C -1.65 -2.37 3.90
C -2.96 -2.14 3.00
O -4.01 -2.71 3.41
O -2.91 -1.31 1.86
C -3.68 -1.88 0.75
C -3.02 -1.59 -0.68
O -0.30 0.74 1.70
S 0.29 2.21 1.08
O -0.54 3.45 1.27
O 0.47 2.16 -0.43
O 1.81 2.41 1.85
C 1.91 1.16 2.57
O 2.89 0.18 2.21
C 3.18 0.13 0.79
C 3.23 -1.38 0.20
C 1.76 -2.04 0.10
C 4.32 -2.30 0.91
C 3.90 -2.87 2.35
C 4.49 -3.61 -0.06
H -2.51 0.92 3.39
H -2.27 1.70 5.17
H 0.07 2.61 4.30
H -0.06 -0.52 4.86
H 1.52 -0.98 4.08
H -0.44 -1.78 2.01
H 0.44 -2.82 3.25
H -1.82 -1.74 4.86
H -1.59 -3.46 4.25
H -3.74 -3.02 0.86
H -4.73 -1.41 0.81
H -2.03 -2.18 -0.74
H -2.88 -0.49 -0.92
H -3.70 -2.06 -1.46
H 2.30 1.50 3.60
H 4.24 0.58 0.65
H 2.46 0.69 0.11
H 3.58 -1.24 -0.90
H 0.97 -1.28 0.39
H 1.56 -2.29 -1.01
H 1.67 -3.04 0.65
H 5.34 -1.79 0.92
H 2.78 -3.03 2.48
H 4.36 -2.20 3.14
H 4.41 -3.90 2.45
H 5.55 -4.00 -0.10
H 3.74 -4.44 0.24
H 4.18 -3.31 -1.13
C -4.01 3.51 -0.45
C -4.56 2.16 -0.86
O -5.98 2.08 -0.79
C -6.70 2.97 -1.63
C -6.44 2.76 -3.11
H -4.39 3.81 0.52
H -2.92 3.47 -0.40
H -4.28 4.29 -1.17
H -4.18 1.40 -0.17
H -4.22 1.87 -1.86
H -6.51 4.01 -1.34
H -7.76 2.79 -1.43
H -5.41 3.02 -3.38
H -7.11 3.37 -3.71
H -6.59 1.71 -3.37
C 3.78 -0.24 -6.10
C 2.79 -0.40 -4.95
O 3.38 -0.21 -3.67
C 3.93 1.08 -3.42
C 2.91 2.20 -3.48
H 4.66 -0.87 -5.94
H 3.31 -0.53 -7.04
H 4.12 0.79 -6.19
H 2.41 -1.43 -4.96
H 1.92 0.25 -5.08
H 4.77 1.27 -4.09
H 4.34 1.04 -2.41
H 2.53 2.34 -4.50
H 3.35 3.14 -3.16
H 2.04 1.97 -2.85
```

Net charge: 0
Max |F| (eV/A): 8.29
LUMO (eV): -0.105
HOMO energy (eV): -9.474
Relative energy (zero: lowest compared OMol25 entry of this formula, charge and spin) (kJ/mol): 560.6
HOMO-LUMO gap (eV): 9.37
DFT total energy (Ha): -2018.28874

=====

No. 5
A molecular structure, C24H49BBr4ClLiMgO15S at a distorted geometry, computed with ωB97M-V/def2-TZVPD.

```
97
Properties=species:S:1:pos:R:3
C -0.81 -1.22 1.39
C -0.58 0.38 1.16
C -0.59 1.27 2.56
C -1.07 2.81 2.09
O -2.11 3.39 2.95
S -3.69 3.09 2.39
C -3.93 1.25 1.95
C -5.53 0.94 2.13
O -5.75 -0.52 2.24
C -6.10 -1.12 0.94
C -5.52 -0.56 -0.52
O -6.92 -2.19 0.94
B -4.04 4.02 0.75
O -4.84 5.27 0.82
C -3.50 3.49 -0.72
C -4.73 3.44 -1.86
H -1.32 -1.46 2.42
H -1.52 -1.60 0.50
H 0.21 -1.77 1.22
H -1.41 0.73 0.39
H 0.46 0.65 0.63
H -1.29 0.82 3.40
H 0.52 1.32 2.92
H -1.29 2.83 0.94
H -0.09 3.47 2.25
H -3.36 0.58 2.75
H -3.52 0.98 0.88
H -5.84 1.41 3.18
H -6.22 1.46 1.34
H -4.34 -0.74 -0.55
H -5.79 0.59 -0.64
H -6.04 -1.21 -1.36
H -5.48 5.16 1.60
H -3.06 2.39 -0.71
H -2.60 4.19 -1.07
H -5.26 2.38 -1.88
H -5.48 4.34 -1.74
H -4.19 3.55 -2.91
Br -4.75 -4.93 -4.56
C -4.26 -4.62 -2.70
C -4.66 -3.23 -2.26
Br -3.42 -1.89 -2.94
H -3.19 -4.81 -2.62
H -4.81 -5.38 -2.13
H -4.60 -3.14 -1.17
H -5.66 -2.94 -2.59
O 3.01 1.40 1.68
C 3.41 2.53 1.97
O 2.52 3.52 2.23
C 2.87 4.81 2.74
C 3.30 5.74 1.62
C 4.87 2.84 1.96
H 3.62 4.73 3.53
H 1.97 5.21 3.22
H 4.19 5.37 1.11
H 3.52 6.74 2.02
H 2.51 5.82 0.87
H 5.19 3.04 0.94
H 5.42 1.98 2.35
H 5.15 3.68 2.60
O 7.28 2.02 3.09
C 7.77 0.89 3.62
C 7.40 0.83 5.18
O 7.90 -0.29 5.71
H 8.86 0.74 3.57
H 7.40 -0.06 3.19
H 6.31 0.96 5.23
H 7.75 1.79 5.60
C -8.40 -7.33 -3.37
C -8.54 -6.01 -4.04
O -9.29 -6.31 -5.20
C -9.98 -7.46 -4.93
O -10.86 -7.92 -5.64
O -9.56 -8.03 -3.77
H -8.35 -7.24 -2.28
H -7.52 -7.89 -3.72
H -9.09 -5.29 -3.44
H -7.57 -5.57 -4.32
Mg 9.64 1.45 2.27
O -9.43 -2.88 -3.34
H -8.95 -2.08 -3.61
H -10.31 -2.77 -3.71
Br 12.68 3.32 0.29
C 13.99 2.04 -0.38
C 13.33 0.98 -1.24
Br 12.40 -0.34 -0.16
H 14.50 1.62 0.49
H 14.70 2.63 -0.96
H 14.09 0.42 -1.80
H 12.60 1.39 -1.94
Cl -7.76 -0.95 -1.58
Li -12.26 -8.68 -6.62
C 14.23 -3.11 -2.56
O 14.30 -2.62 -1.41
O 13.25 -2.55 -3.25
O 14.90 -4.00 -3.12
H 13.02 -1.97 -2.49
```

Net charge: 0
Max |F| (eV/A): 9.21
LUMO (eV): -3.142
HOMO energy (eV): -5.324
HOMO-LUMO gap (eV): 2.18
DFT total energy (Ha): -13458.79208